Record 1
Formula: C4H11NS
Source: the Open Molecules 2025 dataset
Level of theory: ωB97M-V/def2-TZVPD

```
17
C4H11NS (ωB97M-V/def2-TZVPD)
C 2.403 -0.023 -1.335
S 3.051 1.169 -0.184
C 1.613 2.386 -0.046
H 2.389 -1.049 -0.964
H 2.851 -0.014 -2.327
H 1.331 0.162 -1.547
H 1.302 2.477 -1.082
H 1.032 1.931 0.733
H 2.106 3.326 0.234
C -3.065 -2.212 -0.206
C -4.090 -1.335 1.675
N -3.276 -1.160 0.719
H -2.100 -2.300 -0.679
H -3.673 -2.038 -1.113
H -3.370 -3.233 0.071
H -4.076 -0.534 2.409
H -4.876 -2.093 1.724
```

Charge ... 0
Kohn-Sham gap ... 9.33 eV
F_max ... 3.0 eV Å⁻¹
ΔE to the lowest compared entry with this formula, charge and spin ... 1.9400 eV
Molecular weight ... 105.21 Da



Record 2
Formula: C2H4IO4S
Source: the Open Molecules 2025 dataset
Level of theory: ωB97M-V/def2-TZVPD

```
12
C2H4IO4S (ωB97M-V/def2-TZVPD)
I 2.504 -2.605 -2.080
C -0.596 -0.574 -0.544
C 0.734 -0.333 0.151
O 0.721 1.061 0.526
S -0.746 1.502 0.862
O -0.958 2.812 0.376
O -1.050 1.209 2.219
O -1.486 0.466 -0.085
H -1.018 -1.543 -0.287
H -0.525 -0.518 -1.627
H 1.548 -0.519 -0.541
H 0.873 -0.959 1.031
```

Charge ... -1
Kohn-Sham gap ... 7.25 eV
F_max ... 0.6 eV Å⁻¹
ΔE to the lowest compared entry with this formula, charge and spin ... 0.0000 eV
Molecular weight ... 251.02 Da



Record 3
Formula: C4H11NO
Source: the Open Molecules 2025 dataset
Level of theory: ωB97M-V/def2-TZVPD

```
17
C4H11NO (ωB97M-V/def2-TZVPD)
C 2.138 -1.112 -0.197
C 0.249 -0.091 0.903
N 1.184 -1.160 0.903
H 2.809 -0.269 -0.054
H 2.770 -1.996 -0.133
H 1.681 -0.957 -1.176
H 0.619 0.906 0.759
H -0.340 -0.225 1.808
H 0.542 -1.938 0.772
C -1.724 0.639 -0.297
O -0.718 -0.355 -0.145
C -1.169 1.862 -1.025
H -2.555 0.243 -0.865
H -1.959 0.936 0.734
H -1.195 1.633 -2.085
H -1.868 2.697 -0.918
H -0.182 2.148 -0.688
```

Charge ... 0
Kohn-Sham gap ... 10.41 eV
F_max ... 2.1 eV Å⁻¹
ΔE to the lowest compared entry with this formula, charge and spin ... 1.5871 eV
Molecular weight ... 89.14 Da



Record 4
Formula: C6H10O
Source: the Open Molecules 2025 dataset
Level of theory: ωB97M-V/def2-TZVPD

```
17
C6H10O (ωB97M-V/def2-TZVPD)
C 1.224 -1.226 -0.316
C 0.626 0.243 -0.434
C -0.137 -1.608 0.313
C -0.719 -0.256 0.215
C 1.403 1.329 0.383
C -2.340 0.588 -0.267
O -0.439 -0.726 1.477
H 1.355 -1.684 -1.214
H 2.010 -1.468 0.288
H 0.466 0.576 -1.481
H -0.568 -2.607 0.425
H 1.086 1.225 1.504
H 1.200 2.358 -0.015
H 2.476 1.210 0.430
H -3.191 0.020 0.159
H -2.286 0.373 -1.278
H -2.165 1.652 -0.189
```

Charge ... 0
Kohn-Sham gap ... 10.50 eV
F_max ... 5.0 eV Å⁻¹
ΔE to the lowest compared entry with this formula, charge and spin ... 3.5073 eV
Molecular weight ... 98.14 Da



Record 5
Formula: C2H5NOS
Source: the Open Molecules 2025 dataset
Level of theory: ωB97M-V/def2-TZVPD

```
10
C2H5NOS (ωB97M-V/def2-TZVPD)
C -0.789 1.653 0.194
C 1.282 0.370 -0.096
H -1.757 1.828 -0.599
H -1.190 1.898 1.258
H 0.021 2.363 -0.296
H 0.173 -1.729 1.200
H 1.754 1.442 -0.534
N -0.061 0.410 -0.134
O 2.094 -0.596 0.077
S -1.143 -1.002 -0.081
```

Charge ... 0
Kohn-Sham gap ... 8.27 eV
F_max ... 5.3 eV Å⁻¹
ΔE to the lowest compared entry with this formula, charge and spin ... 4.8176 eV
Molecular weight ... 91.13 Da



Record 6
Formula: C2H8N2S2
Source: the Open Molecules 2025 dataset
Level of theory: ωB97M-V/def2-TZVPD

```
14
C2H8N2S2 (ωB97M-V/def2-TZVPD)
C -0.053 2.418 -2.239
S 1.014 1.108 -2.866
S 0.417 0.799 -4.989
H -0.139 2.418 -1.145
H -1.099 2.250 -2.556
H 0.301 3.370 -2.632
H -0.675 0.011 -5.354
N -0.013 -1.858 2.095
C 0.083 -1.946 3.432
N 0.111 -0.928 4.164
H 0.028 -0.941 1.643
H -0.223 -2.661 1.537
H 0.175 -3.005 3.744
H 0.074 -1.034 5.167
```

Charge ... -1
Spin multiplicity ... 2
Kohn-Sham gap (alpha / beta) ... 3.32 / 6.20 eV
F_max ... 2.7 eV Å⁻¹
ΔE to the lowest compared entry with this formula, charge and spin ... 0.5123 eV
Molecular weight ... 124.23 Da



Record 7
Formula: C6H4FMoN2O8S2
Source: the Open Molecules 2025 dataset
Level of theory: ωB97M-V/def2-TZVPD

```
24
C6H4FMoN2O8S2 (ωB97M-V/def2-TZVPD)
Mo 0.366 -0.022 1.398
O 3.972 -0.574 1.422
S 3.030 0.465 1.527
O 3.374 1.832 1.625
O 1.909 0.294 0.362
O 1.924 0.114 2.619
F 0.251 4.697 6.062
C 0.051 3.608 5.357
C -0.731 3.612 4.277
N -0.936 2.442 3.531
C -1.920 2.437 2.435
C -1.244 2.460 1.066
O -1.106 3.398 0.370
O -0.833 1.186 0.690
C -0.324 1.307 3.883
O -0.511 0.233 3.190
N 0.462 1.288 4.953
C 0.741 2.394 5.818
O 1.450 2.271 6.763
H -1.228 4.505 3.928
H -2.520 3.337 2.520
H -2.560 1.562 2.529
H 0.956 0.425 5.158
S -0.191 -1.933 0.950
```

Charge ... +1
Kohn-Sham gap ... 7.55 eV
F_max ... 0.3 eV Å⁻¹
ΔE to the lowest compared entry with this formula, charge and spin ... 0.0000 eV
Molecular weight ... 411.18 Da



Record 8
Formula: C41H36N10O7Ti
Source: the Open Molecules 2025 dataset
Level of theory: ωB97M-V/def2-TZVPD

```
95
C41H36N10O7Ti (ωB97M-V/def2-TZVPD)
Ti -0.040 -0.031 0.765
N -5.000 -2.155 2.865
C -3.836 -2.659 2.448
N -2.672 -2.102 2.694
C -2.706 -0.813 3.216
N -1.581 -0.204 3.465
N -0.505 -0.609 2.755
C 0.550 -0.863 3.467
C 1.870 -0.657 2.897
C 2.974 -0.610 3.793
C 4.212 -0.469 3.209
C 4.278 -0.295 1.826
C 3.148 -0.316 1.027
N 1.916 -0.498 1.544
C -3.969 -0.120 3.479
C -4.110 1.215 3.908
C -5.382 1.762 4.136
C -6.544 0.988 3.863
C -6.435 -0.286 3.365
C -5.158 -0.834 3.213
H -5.822 -2.792 2.877
H -3.833 -3.630 1.952
H 0.525 -0.951 4.572
H 2.784 -0.688 4.852
H 5.120 -0.514 3.804
H 5.269 -0.169 1.361
H 3.244 -0.242 -0.063
H -3.193 1.812 4.017
H -5.384 2.759 4.564
H -7.576 1.387 4.027
H -7.278 -0.941 3.345
O -1.293 4.465 5.156
C -1.532 4.286 3.812
O -2.539 4.672 3.300
C -0.437 3.556 3.108
C 0.955 3.481 3.333
N 1.442 2.463 2.599
N 0.476 1.885 1.831
C -0.701 2.478 2.131
C -1.833 2.123 1.214
O -2.800 2.848 0.910
O -1.690 0.889 0.688
H -0.560 3.925 5.503
H 1.519 4.087 4.023
H 2.419 2.174 2.549
C 4.934 -1.173 -3.366
O 3.773 -0.367 -3.686
C 2.949 -0.756 -4.669
C 3.386 -1.462 -5.773
C 2.509 -1.804 -6.792
C 1.147 -1.508 -6.641
C 0.669 -0.787 -5.516
C 1.571 -0.281 -4.585
N 1.103 0.464 -3.494
C 0.786 -0.028 -2.279
N 0.747 -1.368 -2.194
C 0.831 -2.158 -1.018
C -0.021 -1.909 0.099
C -0.283 -3.031 0.889
C 0.546 -4.142 0.851
C 1.500 -4.315 -0.117
C 1.463 -3.434 -1.175
O 1.990 -3.698 -2.386
C 2.012 -5.008 -2.928
N 0.650 0.726 -1.178
C 0.332 2.109 -1.539
C 1.394 3.023 -1.489
C 1.180 4.386 -1.744
C -0.097 4.843 -1.949
C -1.176 3.936 -2.123
C -0.952 2.517 -2.012
O -1.818 1.571 -2.464
C -3.238 1.499 -2.125
H 5.441 -0.700 -2.492
H 5.649 -1.202 -4.186
H 4.726 -2.197 -3.087
H 4.425 -1.763 -5.751
H 2.886 -2.220 -7.728
H 0.427 -1.856 -7.416
H -0.416 -0.616 -5.432
H 0.979 1.487 -3.576
H 0.898 -1.894 -3.064
H -1.085 -3.037 1.631
H 0.365 -4.907 1.618
H 2.162 -5.162 -0.063
H 1.864 -4.969 -3.999
H 1.250 -5.651 -2.491
H 2.975 -5.448 -2.725
H 2.364 2.678 -1.120
H 2.005 5.090 -1.704
H -0.243 5.901 -1.986
H -2.156 4.345 -2.258
H -3.555 0.525 -2.536
H -3.795 2.377 -2.599
H -3.340 1.569 -1.032
```

Charge ... 0
Spin multiplicity ... 3
Kohn-Sham gap (alpha / beta) ... 5.17 / 7.63 eV
F_max ... 3.4 eV Å⁻¹
ΔE to the lowest compared entry with this formula, charge and spin ... 0.9558 eV
Molecular weight ... 828.67 Da